This record from the Open Molecules 2025 dataset describes C3H8N4O as an isolated structure at a distorted geometry. The level of theory is ωB97M-V/def2-TZVPD.

The geometry in XYZ format:
```
16
Properties=species:S:1:pos:R:3:lowdin_charge:R:1
N -1.238 -0.359 -2.242 0.1692
H -1.401 -1.315 -2.525 0.1038
N 0.316 -1.047 -0.640 0.0091
H -0.918 -0.617 1.613 0.0753
C 0.259 0.910 1.075 -0.5034
H 1.395 -1.522 1.083 0.0813
C -0.379 -0.065 -1.228 -0.5427
C 1.243 -0.680 0.412 -0.0405
H 0.296 -1.967 -1.069 0.1397
H -1.014 0.921 2.615 0.1000
O -0.447 1.074 -0.673 0.0224
H 2.159 -0.260 -0.014 0.0811
H -1.914 0.345 -2.489 0.1113
N 0.870 1.937 1.472 0.0658
H 1.538 2.291 0.796 0.0357
N -0.766 0.354 1.814 0.0919
```

Computed properties:
- highest occupied orbital energy (eV) = -7.67
- multiplicity = 1
- ΔE to the lowest compared entry with this formula, charge and spin (eV) = 2.8592
- electronic energy (eV) = -11246.76444
- orbital gap (eV) = 8.13